ORCA calculation (ωB97M-V with the def2-TZVPD basis set) on a molecular structure, C21H23N3O4 in a non-equilibrium geometry.

## Properties
- Multiplicity: 1
- Energy relative to the best compared isomer or geometry (same formula, charge and spin): 1895.4 kJ/mol
- HOMO: -7.539 eV
- E_tot: -1278.631040 hartree
- Orbital gap: 7.976 eV

Geometry as XYZ:
```
51
C21H23N3O4, DFT ωB97M-V with the def2-TZVPD basis set
C -0.510 0.857 1.853
C -0.226 0.608 0.259
N -1.349 0.002 -0.314
C -2.481 0.494 -0.920
O -2.603 1.556 -1.151
C -3.611 -0.545 -1.433
N -3.741 -1.762 -0.468
H -4.244 -2.312 -1.225
C -4.303 -1.293 0.559
C -5.517 -0.618 0.547
C -6.528 -0.415 1.621
C -7.769 0.169 1.425
C -7.936 0.630 0.279
C -7.035 0.944 -0.615
C -5.857 0.156 -0.710
C -4.970 0.205 -1.624
H -5.351 -0.376 -2.568
H -4.733 1.231 -1.907
H -7.176 1.540 -1.602
H -8.921 1.399 0.440
H -8.412 0.028 2.256
H -6.350 -1.100 2.639
H -3.539 -0.588 1.268
H -4.448 -2.201 1.380
H -3.127 -0.609 -2.684
H -1.383 -1.077 -0.284
H -0.297 1.395 -0.260
C 0.910 -0.075 -0.001
O 0.717 -1.461 -0.077
N 2.055 0.439 0.209
C 3.359 0.146 -0.010
C 4.321 0.958 0.062
C 5.719 0.657 0.130
C 6.004 -0.851 -0.121
C 4.982 -1.726 -0.263
C 3.728 -1.090 -0.168
H 2.939 -2.021 -0.508
H 5.295 -2.666 -0.176
O 7.314 -1.102 -0.122
C 8.123 -0.068 0.468
C 8.000 1.114 -0.023
H 8.481 2.012 0.428
O 6.538 1.557 0.266
H 7.912 1.016 -1.254
H 9.130 -0.463 0.001
H 8.331 -0.232 1.458
H 4.204 1.914 0.404
H 2.059 1.324 0.344
H 0.317 1.482 2.081
H -1.590 1.513 1.982
H -0.638 -0.047 2.235
```